Record 1
Formula: C35H55MnN4PSb
Source: OMol25
Level of theory: the ωB97M-V functional and the def2-TZVPD basis

Each line ends with the Mulliken spin population.
Geometry (Å):
1 Mn 0.04 0.34 -0.44  3.4374
2 C -3.49 -3.01 -3.39  0.0407
3 C -2.97 -3.72 -2.31  -0.0211
4 C -2.30 -3.05 -1.30  0.0607
5 C -2.16 -1.66 -1.37  -0.0862
6 C -2.65 -0.96 -2.47  0.0603
7 C -3.33 -1.63 -3.47  -0.0175
8 N -1.54 -0.93 -0.31  0.2720
9 C -1.90 -1.17 0.96  0.1444
10 C -3.02 -1.94 1.38  0.1426
11 C -3.26 -2.09 2.72  -0.0284
12 C -2.42 -1.49 3.68  0.1936
13 C -1.34 -0.70 3.29  -0.0297
14 C -1.10 -0.53 1.95  0.1298
15 N -0.07 0.32 1.48  -0.1831
16 N 1.05 -0.37 1.12  -0.2348
17 C 2.09 0.52 0.72  0.0349
18 C 3.41 0.35 1.10  0.0057
19 C 4.32 1.26 0.60  0.0076
20 C 3.90 2.25 -0.30  -0.0111
21 C 2.58 2.30 -0.68  0.0156
22 N 1.68 1.45 -0.16  -0.1811
23 H -4.02 -3.54 -4.18  0.0007
24 H -3.08 -4.79 -2.26  0.0013
25 H -1.88 -3.59 -0.46  -0.0035
26 H -2.52 0.11 -2.51  -0.0028
27 H -3.74 -1.08 -4.31  0.0001
28 H -3.70 -2.36 0.65  -0.0079
29 H -4.12 -2.66 3.05  0.0022
30 H -2.62 -1.63 4.73  -0.0002
31 H -0.70 -0.21 4.02  0.0017
32 H 3.67 -0.45 1.78  -0.0009
33 H 5.36 1.20 0.90  -0.0003
34 H 4.60 2.97 -0.69  -0.0007
35 H 2.22 3.04 -1.38  -0.0084
36 C -2.94 4.91 -2.18  -0.0001
37 C -1.95 3.75 -2.09  -0.0030
38 C -2.30 2.72 -3.17  -0.0028
39 C -0.54 4.29 -2.29  0.0320
40 Sb -1.91 2.63 -0.21  0.1252
41 C -1.09 4.00 1.32  0.0099
42 C -1.73 5.39 1.21  -0.0035
43 C 0.42 4.11 1.10  -0.0034
44 C -1.32 3.43 2.72  -0.0039
45 C -4.01 2.20 0.35  0.0066
46 C -4.08 1.76 1.81  0.0074
47 C -4.94 3.39 0.14  0.0023
48 C -4.49 1.05 -0.53  0.0057
49 H -2.73 5.47 -3.10  0.0002
50 H -2.86 5.62 -1.36  -0.0004
51 H -3.97 4.58 -2.25  0.0007
52 H -2.22 3.20 -4.16  0.0002
53 H -3.32 2.35 -3.07  0.0023
54 H -1.62 1.87 -3.17  0.0085
55 H -0.41 4.59 -3.34  0.0006
56 H 0.24 3.54 -2.07  -0.0095
57 H -0.35 5.16 -1.67  -0.0004
58 H -1.45 5.89 0.28  0.0004
59 H -1.35 6.01 2.03  0.0005
60 H -2.81 5.37 1.29  -0.0004
61 H 0.69 4.42 0.10  0.0006
62 H 0.91 3.16 1.33  0.0100
63 H 0.81 4.86 1.80  0.0005
64 H -2.35 3.52 3.04  0.0007
65 H -0.72 4.02 3.43  0.0009
66 H -1.01 2.39 2.80  0.0018
67 H -4.00 2.61 2.49  -0.0003
68 H -3.32 1.03 2.09  -0.0083
69 H -5.06 1.30 1.98  0.0029
70 H -4.57 4.32 0.57  -0.0002
71 H -5.90 3.17 0.62  0.0007
72 H -5.16 3.56 -0.91  -0.0002
73 H -3.92 0.13 -0.37  0.0082
74 H -4.47 1.29 -1.59  -0.0015
75 H -5.54 0.83 -0.27  0.0006
76 C 0.72 -3.06 -3.04  0.0079
77 C 0.44 -1.69 -3.67  -0.0231
78 P 1.03 -0.31 -2.63  0.1241
79 C 1.19 1.19 -3.69  -0.0295
80 C 0.94 0.99 -5.18  0.0008
81 C 2.75 -0.82 -2.30  0.0056
82 C 3.59 -1.04 -3.57  -0.0040
83 H 0.11 -3.82 -3.51  -0.0004
84 H 0.50 -3.08 -1.97  -0.0034
85 H 1.77 -3.34 -3.16  0.0003
86 H -0.62 -1.55 -3.87  -0.0022
87 H 0.96 -1.59 -4.62  -0.0013
88 H 2.20 1.56 -3.52  0.0034
89 H 0.52 1.94 -3.30  -0.0081
90 H 1.68 0.32 -5.64  0.0002
91 H 1.01 1.95 -5.69  -0.0005
92 H -0.05 0.58 -5.38  0.0000
93 H 2.71 -1.72 -1.70  0.0020
94 H 3.22 -0.05 -1.68  0.0028
95 H 3.15 -1.77 -4.24  0.0003
96 H 4.58 -1.40 -3.29  -0.0005
97 H 3.73 -0.11 -4.13  0.0004

Computed properties:
Total energy, eV: -90279.50526
Total charge: +2
Energy relative to the best compared isomer or geometry (same formula, charge and spin), kcal per mole: 39.9
E_LUMO (spin up / spin down), eV: -7.1 / -7.9
<S²>: 6.356
Frontier orbital gap (spin up / spin down), eV: 6.046 / 5.678
E_HOMO (spin up / spin down), eV: -13.1 / -13.6
Spin multiplicity: 5



Record 2
Formula: C35H55N4OP2Pb
Source: OMol25
Level of theory: the ωB97M-V functional and the def2-TZVPD basis

Each line ends with the Mulliken charge.
Geometry (Å):
1 C -1.23 -2.08 -1.51  -0.1306
2 C 0.92 -1.15 -1.69  -0.1614
3 C -0.82 -3.24 -2.17  -0.8134
4 C 1.43 -2.38 -2.14  -0.8739
5 C 0.55 -3.42 -2.42  -1.0509
6 H -1.56 -3.99 -2.44  0.5664
7 H 2.50 -2.47 -2.30  0.6587
8 H 0.90 -4.36 -2.84  0.4868
9 N -0.36 -1.07 -1.23  1.1013
10 P -3.11 -0.80 0.24  0.7339
11 P 3.23 0.76 -0.55  0.3562
12 C -2.70 -1.85 -1.21  -1.3513
13 H -3.14 -1.34 -2.07  0.7578
14 H -3.23 -2.80 -1.12  0.4828
15 C -0.41 3.30 1.87  0.2238
16 O 0.21 4.25 1.98  -0.1394
17 C 1.72 0.12 -1.85  0.8865
18 H 2.36 -0.02 -2.73  0.5402
19 C 4.44 1.81 -1.58  1.9207
20 C 3.59 0.67 1.30  1.9670
21 C -4.44 0.50 -0.27  1.8504
22 C -3.76 -2.15 1.42  1.4693
23 C 3.95 3.27 -1.61  -1.5419
24 H 4.03 3.75 -0.62  0.3571
25 H 4.59 3.84 -2.30  0.5082
26 H 2.91 3.37 -1.95  0.1701
27 C 5.87 1.74 -1.02  -1.9371
28 H 5.98 2.18 -0.03  0.3202
29 H 6.21 0.70 -1.00  0.4933
30 H 6.53 2.29 -1.71  0.4814
31 C 4.60 1.23 -3.00  -1.5597
32 H 5.03 2.02 -3.64  0.4704
33 H 5.29 0.37 -3.00  0.4488
34 H 3.68 0.90 -3.48  0.1669
35 C 4.10 1.98 1.93  -1.4811
36 H 3.28 2.70 2.06  0.3135
37 H 4.49 1.75 2.93  0.4937
38 H 4.90 2.47 1.37  0.2333
39 C 2.37 0.25 2.16  -1.7768
40 H 1.64 1.06 2.29  0.0858
41 H 1.87 -0.64 1.76  0.0994
42 H 2.72 -0.01 3.17  0.7404
43 C 4.62 -0.47 1.29  -1.7118
44 H 5.55 -0.18 0.79  0.3678
45 H 4.86 -0.77 2.32  0.5263
46 H 4.21 -1.33 0.76  0.4013
47 C -4.09 -1.48 2.77  -1.6390
48 H -4.44 -2.25 3.47  0.5244
49 H -3.20 -1.00 3.20  0.1740
50 H -4.89 -0.73 2.68  0.3069
51 C -2.60 -3.13 1.62  -1.8194
52 H -2.36 -3.68 0.70  0.3008
53 H -1.70 -2.62 1.97  0.2127
54 H -2.89 -3.87 2.38  0.6167
55 C -4.99 -2.93 0.93  -1.5886
56 H -5.18 -3.72 1.66  0.5226
57 H -5.89 -2.32 0.86  0.3662
58 H -4.82 -3.42 -0.04  0.3057
59 C -4.12 1.04 -1.68  -2.0895
60 H -4.41 0.32 -2.46  0.4023
61 H -4.71 1.96 -1.85  0.5703
62 H -3.06 1.30 -1.80  0.1899
63 C -4.36 1.66 0.74  -1.4718
64 H -3.36 2.13 0.76  0.2091
65 H -5.09 2.44 0.46  0.5083
66 H -4.60 1.33 1.76  0.2859
67 C -5.88 -0.04 -0.28  -2.0340
68 H -5.99 -0.89 -0.97  0.4189
69 H -6.23 -0.31 0.72  0.3770
70 H -6.53 0.77 -0.65  0.5319
71 Pb -0.60 0.73 0.73  1.4712
72 N 0.39 1.92 -0.85  -0.8578
73 C 0.90 1.35 -1.87  -0.2535
74 C 0.53 1.95 -3.28  1.7982
75 C 1.52 1.69 -4.40  -1.9793
76 C -0.76 1.28 -3.74  -1.6959
77 C 0.36 3.47 -3.15  -1.5982
78 H 2.45 2.26 -4.27  0.3612
79 H 1.74 0.62 -4.54  0.3687
80 H 1.06 2.03 -5.34  0.5463
81 H -1.56 1.44 -3.02  0.3965
82 H -1.06 1.69 -4.71  0.6052
83 H -0.61 0.20 -3.87  0.3251
84 H -0.28 3.84 -3.95  0.4061
85 H -0.06 3.74 -2.18  0.2893
86 H 1.35 3.95 -3.22  0.4620
87 N 1.56 -5.13 5.03  -0.3920
88 C 1.04 -4.08 4.93  -0.2795
89 C 0.39 -2.79 4.81  -0.0921
90 C -0.05 -2.11 5.95  -0.2598
91 C -0.66 -0.87 5.79  -0.9398
92 C -0.80 -0.36 4.49  -0.3560
93 N -0.37 -1.01 3.41  0.5512
94 C 0.21 -2.21 3.55  -0.2107
95 H 0.09 -2.55 6.94  0.5313
96 H -1.03 -0.28 6.63  0.4767
97 H -1.27 0.62 4.32  0.4402
98 H 0.54 -2.73 2.64  0.5535

Computed properties:
Total energy, eV: -68991.59540
Total charge: +3
Energy relative to the best compared isomer or geometry (same formula, charge and spin), kcal per mole: 47.8
E_LUMO (spin up / spin down), eV: -10.1 / -11.1
Frontier orbital gap (spin up / spin down), eV: 6.699 / 5.748
E_HOMO (spin up / spin down), eV: -16.8 / -16.8
Spin multiplicity: 1